1.
{"formula": "C23H37N3O3RuSi3", "method": "ωB97M-V/def2-TZVPD", "gap_ev": [5.8885, 6.1678], "total_charge": 1, "max_force_ev_per_a": 1.9, "e_lumo_ev": [-4.85, -4.57], "multiplicity": 2, "de_lowest_kj_mol": 84.4, "symbols": ["Ru", "O", "C", "C", "C", "C", "C", "C", "C", "O", "N", "N", "C", "C", "C", "C", "C", "C", "N", "H", "H", "H", "H", "H", "H", "H", "H", "H", "H", "C", "O", "Si", "C", "C", "C", "Si", "C", "C", "C", "Si", "C", "C", "C", "H", "H", "H", "H", "H", "H", "H", "H", "H", "H", "H", "H", "H", "H", "H", "H", "H", "H", "H", "H", "H", "H", "H", "H", "H", "H", "H"], "coordinates": [[0.418, -0.208, 0.733], [-4.151, -3.136, 0.779], [-3.524, -3.568, -0.326], [-4.278, -4.320, -1.227], [-3.704, -4.814, -2.377], [-2.356, -4.582, -2.664], [-1.611, -3.824, -1.796], [-2.176, -3.289, -0.626], [-1.349, -2.424, 0.212], [-0.221, -1.993, -0.233], [-1.785, -2.130, 1.434], [-0.902, -1.296, 2.017], [-0.798, -1.175, 3.281], [0.392, -0.481, 3.745], [0.703, -0.317, 5.080], [1.961, 0.159, 5.422], [2.873, 0.441, 4.420], [2.474, 0.288, 3.103], [1.256, -0.138, 2.771], [-3.496, -2.703, 1.361], [-5.317, -4.506, -0.987], [-4.308, -5.394, -3.063], [-1.907, -4.991, -3.559], [-0.566, -3.630, -1.993], [-1.461, -1.698, 3.963], [-0.025, -0.580, 5.836], [2.231, 0.282, 6.462], [3.875, 0.774, 4.647], [3.145, 0.496, 2.282], [3.369, -1.337, -0.285], [2.500, -0.202, -0.195], [2.116, 0.862, -1.456], [2.139, -0.069, -3.055], [3.322, 2.259, -1.620], [0.458, 1.343, -0.779], [0.429, 2.772, 0.467], [-0.997, 2.546, 1.673], [1.980, 2.932, 1.525], [0.247, 4.394, -0.434], [-1.128, 0.939, -1.771], [-2.541, 0.625, -0.564], [-1.501, 2.405, -2.865], [-1.036, -0.564, -2.870], [4.248, -1.082, -0.877], [2.852, -2.176, -0.748], [3.682, -1.614, 0.719], [3.176, -0.209, -3.376], [1.624, 0.486, -3.841], [1.674, -1.051, -2.970], [4.309, 1.872, -1.893], [3.432, 2.872, -0.728], [2.995, 2.911, -2.437], [-1.073, 1.535, 2.083], [-1.956, 2.776, 1.209], [-0.852, 3.224, 2.519], [1.762, 2.699, 2.568], [2.328, 3.968, 1.483], [2.808, 2.301, 1.203], [-0.691, 4.475, -0.981], [1.066, 4.539, -1.145], [0.285, 5.208, 0.296], [-3.073, 1.543, -0.306], [-2.212, 0.177, 0.375], [-3.256, -0.069, -1.010], [-1.796, 3.289, -2.299], [-2.322, 2.150, -3.541], [-0.633, 2.666, -3.476], [-0.491, -1.385, -2.410], [-0.580, -0.339, -3.835], [-2.057, -0.912, -3.050]], "nbo_charge": [1.020, -0.660, 0.372, -0.277, -0.138, -0.261, -0.141, -0.211, 0.620, -0.706, -0.473, -0.225, 0.085, 0.143, -0.205, -0.121, -0.232, 0.090, -0.469, 0.507, 0.236, 0.225, 0.225, 0.224, 0.228, 0.245, 0.244, 0.246, 0.227, -0.235, -0.887, 1.992, -1.177, -1.179, -1.474, 1.661, -1.111, -1.127, -1.109, 1.696, -1.119, -1.121, -1.139, 0.197, 0.203, 0.195, 0.253, 0.261, 0.255, 0.255, 0.247, 0.261, 0.217, 0.254, 0.253, 0.236, 0.260, 0.228, 0.244, 0.245, 0.249, 0.247, 0.216, 0.258, 0.236, 0.253, 0.240, 0.253, 0.241, 0.255]}

2.
{"formula": "C23H38BF13O14S2", "method": "ωB97M-V/def2-TZVPD", "gap_ev": 10.4471, "max_force_ev_per_a": 1.8, "e_lumo_ev": -0.05, "multiplicity": 1, "symbols": ["C", "O", "B", "O", "C", "C", "C", "C", "C", "C", "F", "F", "C", "F", "F", "C", "F", "F", "C", "F", "F", "S", "F", "F", "F", "F", "F", "C", "O", "S", "O", "O", "H", "H", "H", "H", "H", "H", "H", "H", "H", "H", "H", "H", "H", "H", "C", "C", "O", "C", "O", "O", "C", "H", "H", "H", "H", "H", "H", "H", "H", "C", "C", "O", "C", "O", "O", "C", "H", "H", "H", "H", "H", "H", "H", "H", "C", "C", "O", "C", "O", "O", "C", "H", "H", "H", "H", "H", "H", "H", "H"], "coordinates": [[-1.227, -4.333, -2.236], [0.040, -3.685, -2.181], [0.069, -2.323, -2.350], [-0.490, -1.785, -3.463], [0.753, -1.511, -1.148], [-0.320, -1.333, -0.011], [-0.723, 0.102, 0.289], [-1.713, 0.726, -0.707], [-2.885, -0.197, -1.035], [-4.100, 0.540, -1.574], [-4.758, -0.222, -2.470], [-3.682, 1.638, -2.274], [-5.101, 1.098, -0.482], [-4.473, 0.986, 0.721], [-5.256, 2.418, -0.714], [-6.599, 0.552, -0.263], [-6.817, 0.559, 1.070], [-7.407, 1.473, -0.832], [-7.229, -0.813, -0.753], [-8.504, -0.739, -0.314], [-7.288, -0.926, -2.078], [-6.566, -2.430, 0.004], [-5.686, -2.718, -1.280], [-7.783, -3.205, -0.652], [-7.409, -2.186, 1.318], [-5.342, -1.655, 0.664], [-6.022, -3.774, 0.633], [0.518, 0.951, 0.421], [1.122, 1.206, -0.861], [1.620, -0.047, -1.690], [1.264, 0.233, -3.061], [3.017, -0.268, -1.445], [-2.051, -3.658, -1.995], [-1.415, -4.742, -3.229], [-1.224, -5.146, -1.514], [-0.485, -0.821, -3.462], [1.537, -2.147, -0.749], [-1.187, -1.951, -0.234], [0.108, -1.745, 0.901], [-1.182, 0.131, 1.281], [-1.180, 0.959, -1.629], [-2.051, 1.680, -0.306], [-3.150, -0.828, -0.198], [-2.609, -0.863, -1.855], [1.254, 0.485, 1.079], [0.266, 1.931, 0.818], [-6.695, -6.458, -1.339], [-5.320, -6.908, -0.900], [-5.068, -8.286, -1.210], [-4.753, -8.526, -2.481], [-4.625, -7.700, -3.346], [-4.580, -9.836, -2.625], [-4.276, -10.249, -3.961], [-7.463, -7.103, -0.911], [-6.862, -5.437, -1.004], [-6.794, -6.489, -2.423], [-5.227, -6.846, 0.183], [-4.540, -6.291, -1.343], [-3.424, -9.698, -4.352], [-5.139, -10.102, -4.607], [-4.038, -11.306, -3.898], [6.304, 2.351, -3.014], [5.094, 2.688, -2.170], [5.464, 3.044, -0.825], [5.957, 4.268, -0.674], [6.084, 5.100, -1.534], [6.274, 4.431, 0.611], [6.870, 5.696, 0.917], [6.895, 1.571, -2.532], [5.985, 1.995, -3.994], [6.943, 3.222, -3.153], [4.453, 1.814, -2.080], [4.509, 3.491, -2.618], [6.247, 6.514, 0.561], [7.860, 5.765, 0.469], [6.951, 5.737, 2.000], [9.100, 8.233, 6.540], [8.971, 6.740, 6.750], [7.620, 6.352, 7.047], [6.801, 6.298, 6.003], [7.094, 6.512, 4.855], [5.591, 5.955, 6.440], [4.588, 5.902, 5.421], [8.703, 8.772, 7.401], [10.148, 8.502, 6.411], [8.551, 8.552, 5.656], [9.545, 6.424, 7.619], [9.329, 6.181, 5.887], [4.901, 5.260, 4.601], [4.376, 6.902, 5.047], [3.703, 5.491, 5.897]], "lowdin_charge": [-0.053, 0.041, -0.671, 0.203, -0.158, -0.104, -0.295, -0.112, -0.069, -0.410, 0.122, 0.112, -0.287, 0.114, 0.142, -0.319, 0.138, 0.150, -0.415, 0.118, 0.146, 0.774, -0.128, -0.119, -0.112, -0.134, -0.113, -0.150, -0.209, 0.662, -0.264, -0.257, 0.083, 0.099, 0.093, 0.087, 0.130, 0.107, 0.130, 0.158, 0.122, 0.134, 0.116, 0.129, 0.142, 0.140, -0.051, -0.210, 0.042, -0.618, 0.122, 0.008, -0.036, 0.089, 0.042, 0.083, 0.124, 0.118, 0.095, 0.098, 0.093, -0.062, -0.202, 0.042, -0.619, 0.121, 0.002, -0.034, 0.082, 0.081, 0.074, 0.102, 0.125, 0.095, 0.098, 0.083, -0.065, -0.209, 0.040, -0.617, 0.116, 0.008, -0.036, 0.082, 0.080, 0.075, 0.122, 0.123, 0.093, 0.098, 0.093]}

3.
{"formula": "C23H38F17N5O5Si", "method": "ωB97M-V/def2-TZVPD", "gap_ev": 9.4220, "max_force_ev_per_a": 3.3, "e_lumo_ev": 0.17, "multiplicity": 1, "de_lowest_kj_mol": 271.2, "symbols": ["F", "C", "F", "F", "C", "F", "F", "C", "F", "F", "C", "F", "F", "C", "F", "F", "C", "F", "F", "C", "F", "F", "C", "F", "F", "Si", "H", "H", "H", "C", "N", "C", "C", "O", "H", "H", "H", "H", "H", "H", "H", "C", "N", "C", "C", "O", "H", "H", "H", "H", "H", "H", "H", "C", "N", "C", "C", "O", "H", "H", "H", "H", "H", "H", "H", "C", "N", "C", "C", "O", "H", "H", "H", "H", "H", "H", "H", "C", "N", "C", "C", "O", "H", "H", "H", "H", "H", "H", "H"], "coordinates": [[-5.669, -3.426, -1.382], [-4.765, -2.349, -1.375], [-4.743, -1.723, -0.140], [-5.312, -1.407, -2.280], [-3.340, -2.750, -1.962], [-2.469, -1.638, -2.039], [-3.595, -3.056, -3.333], [-2.664, -4.061, -1.369], [-1.371, -4.138, -1.931], [-3.364, -5.156, -1.952], [-2.696, -4.295, 0.188], [-2.121, -5.581, 0.409], [-4.000, -4.432, 0.732], [-1.921, -3.271, 1.121], [-2.016, -1.921, 0.758], [-2.567, -3.352, 2.390], [-0.387, -3.592, 1.424], [-0.402, -4.580, 2.460], [0.331, -4.167, 0.377], [0.399, -2.349, 2.044], [-0.342, -1.664, 3.045], [1.503, -2.911, 2.753], [1.015, -1.312, 1.004], [2.444, -1.421, 0.994], [0.582, -1.452, -0.334], [0.647, 0.552, 1.490], [0.591, 1.338, 0.243], [-0.704, 0.705, 2.083], [1.707, 1.046, 2.382], [6.063, 0.865, -1.394], [4.645, 0.721, -1.141], [3.808, 1.604, -0.534], [4.383, 2.906, -0.048], [2.620, 1.324, -0.398], [6.230, 0.791, -2.471], [6.586, 0.046, -0.895], [6.451, 1.814, -1.033], [4.186, -0.129, -1.439], [3.595, 3.502, 0.412], [5.156, 2.718, 0.700], [4.797, 3.469, -0.888], [-4.518, -1.535, -5.705], [-4.174, -0.489, -6.648], [-3.667, -0.624, -7.903], [-3.417, -2.017, -8.417], [-3.429, 0.369, -8.576], [-5.578, -1.439, -5.461], [-3.928, -1.387, -4.801], [-4.327, -2.529, -6.103], [-4.314, 0.472, -6.372], [-3.014, -1.963, -9.427], [-2.690, -2.527, -7.781], [-4.353, -2.579, -8.447], [1.031, 7.793, 1.557], [1.648, 6.505, 1.782], [2.910, 6.113, 1.466], [3.812, 7.114, 0.796], [3.280, 4.974, 1.728], [0.720, 8.195, 2.524], [0.149, 7.643, 0.931], [1.705, 8.496, 1.073], [1.101, 5.781, 2.229], [4.783, 6.656, 0.606], [3.384, 7.425, -0.160], [3.959, 7.980, 1.444], [-2.691, 7.269, 5.277], [-2.476, 6.717, 3.954], [-1.593, 5.752, 3.581], [-0.708, 5.154, 4.641], [-1.539, 5.397, 2.408], [-3.732, 7.097, 5.557], [-2.505, 8.344, 5.236], [-2.039, 6.818, 6.021], [-3.034, 7.070, 3.190], [-0.062, 4.401, 4.191], [-0.080, 5.928, 5.087], [-1.317, 4.672, 5.409], [1.573, -8.890, 1.185], [2.742, -8.169, 0.726], [3.145, -6.915, 1.073], [2.297, -6.149, 2.052], [4.167, -6.448, 0.590], [1.904, -9.815, 1.663], [0.959, -9.139, 0.316], [0.982, -8.311, 1.890], [3.359, -8.621, 0.066], [2.743, -5.171, 2.229], [1.296, -6.004, 1.646], [2.247, -6.684, 3.003]], "lowdin_charge": [0.123, -0.352, 0.139, 0.097, -0.200, 0.111, 0.071, -0.213, 0.118, 0.098, -0.199, 0.100, 0.106, -0.203, 0.105, 0.093, -0.221, 0.068, 0.117, -0.256, 0.042, 0.068, -0.435, -0.009, 0.001, 0.789, -0.040, -0.064, -0.040, -0.078, 0.011, -0.518, -0.006, -0.071, 0.082, 0.084, 0.073, 0.142, 0.049, 0.094, 0.089, -0.081, 0.006, -0.556, -0.015, 0.024, 0.088, 0.063, 0.077, 0.141, 0.083, 0.084, 0.084, -0.075, 0.019, -0.530, -0.007, 0.006, 0.080, 0.086, 0.073, 0.119, 0.083, 0.087, 0.085, -0.077, 0.004, -0.558, -0.011, 0.019, 0.084, 0.083, 0.075, 0.141, 0.084, 0.086, 0.088, -0.080, -0.001, -0.547, -0.011, 0.028, 0.081, 0.082, 0.074, 0.139, 0.081, 0.056, 0.093]}